Entry from the OMol25 dataset: a molecular structure, C17H25ClN2Pb at a distorted geometry (ωB97M-V with the def2-TZVPD basis set).

**E**: -38764.355 eV
**HOMO (spin up / spin down)**: -14.0 / -14.2 eV
**Kohn-Sham gap (spin up / spin down)**: 0.1440 / 0.1624 Eh

Geometry as ORCA input:
```
! RIJCOSX wB97M-V def2-TZVPD def2/J DEFGRID3
* xyz 2 1
C 0.283 0.847 -5.952
C 1.655 1.367 -6.329
C 0.035 -0.571 -6.435
C -0.836 1.800 -6.326
Cl 0.255 0.720 -3.719
H 0.039 -0.576 -7.532
H -0.952 -0.931 -6.116
H 0.833 -1.249 -6.106
H 1.706 1.474 -7.421
H 2.443 0.658 -6.047
H 1.846 2.360 -5.903
H -0.844 1.925 -7.416
H -0.683 2.796 -5.891
H -1.815 1.393 -6.048
C 1.947 -1.618 0.921
C 0.925 -2.143 0.101
C 1.212 -1.759 -1.249
H 0.082 -2.751 0.431
C 2.461 -1.038 -1.240
C 2.876 -0.911 0.107
H 3.759 -0.389 0.469
H 2.035 -1.790 1.987
H 0.637 -2.036 -2.137
H 2.978 -0.671 -2.125
C -2.977 0.916 0.331
C -2.624 -0.251 1.064
C -2.147 -1.228 0.161
H -2.778 -0.410 2.126
C -2.177 -0.656 -1.153
C -2.755 0.658 -1.043
H -2.977 1.316 -1.876
H -3.372 1.837 0.769
H -1.830 -2.242 0.415
H -1.897 -1.160 -2.077
Pb 0.164 0.719 -1.109
C 1.303 0.725 5.140
N 0.213 0.555 4.190
C -0.933 -0.277 4.566
C 0.374 0.790 2.907
N 0.435 0.989 1.752
H 0.944 0.422 6.126
H 1.633 1.771 5.150
H 2.169 0.114 4.847
H -1.872 0.208 4.273
H -0.896 -1.254 4.062
H -0.910 -0.429 5.650
*
```

Here are the natural (NBO) charges for atoms 1 to 8, given in e: atom 1 (C): 0.451, atom 2 (C): -0.719, atom 3 (C): -0.716, atom 4 (C): -0.718, atom 5 (Cl): -0.436, atom 6 (H): 0.282, atom 7 (H): 0.240, atom 8 (H): 0.241

Entry from the OMol25 dataset: 2 unconnected molecules or ions with the total composition C4H12N2S (ωB97M-V with the def2-TZVPD basis set).

**E**: -18157.097 eV
**SMILES**: C/N=C\N.CCS
**HOMO**: -9.3 eV
**Kohn-Sham gap**: 0.3642 Eh

Geometry as ORCA input:
```
! RIJCOSX wB97M-V def2-TZVPD def2/J DEFGRID3
* xyz 0 1
C 0.750 -2.952 0.275
C 0.596 -1.973 1.431
S 2.289 -1.552 2.043
H 1.293 -3.838 0.602
H 1.289 -2.518 -0.566
H -0.235 -3.274 -0.066
H 0.082 -1.065 1.125
H 0.049 -2.440 2.246
H 1.864 -0.681 2.982
C -0.621 3.507 -1.221
N -0.672 0.658 -1.491
C -1.230 1.416 -0.397
N -1.220 2.655 -0.182
H 0.163 4.114 -0.770
H -1.395 4.182 -1.588
H -0.212 2.949 -2.061
H 0.170 0.221 -1.112
H -1.281 -0.154 -1.595
H -1.681 0.743 0.345
*
```

Here are the natural (NBO) charges for atoms 1 to 8, given in e: atom 1 (C): -0.625, atom 2 (C): -0.488, atom 3 (S): -0.067, atom 4 (H): 0.217, atom 5 (H): 0.210, atom 6 (H): 0.215, atom 7 (H): 0.199, atom 8 (H): 0.211

Calculated energy relative to the best compared isomer or geometry (same formula, charge and spin) in order - 53.3, 88.9 kJ/mol